The following is a DFT calculation (wB97M-V/def2-TZVPD) of a molecular structure, C30H59As3CuNOSe2Te.

Results
HOMO-LUMO gap (spin up / spin down) (eV): 8.5 / 6.0
Total charge: +1
2S+1: 2
LUMO (spin up / spin down) (Eh): -0.0599 / -0.1517

Atoms and positions in Å:
Cu 0.7772 -1.3650 0.3830
C 0.5647 -1.4442 5.7329
Se 0.4092 -0.3379 4.1417
C 2.2813 0.1901 4.0380
C 3.2023 -0.8623 3.4520
Se 2.9136 -1.3377 1.5718
C 3.8868 0.1648 0.8099
H 0.8685 -0.8393 6.5832
H 1.2674 -2.2579 5.5715
H -0.4204 -1.8630 5.9249
H 2.6001 0.4311 5.0533
H 2.3152 1.1059 3.4523
H 3.1531 -1.7967 4.0089
H 4.2392 -0.5241 3.4782
H 4.8482 0.2551 1.3105
H 3.3041 1.0764 0.9155
H 4.0521 -0.0495 -0.2445
C 1.9430 -1.2029 -3.2020
As 0.7349 -0.4976 -1.8416
C 0.6825 1.3609 -2.4227
C -0.8998 -1.2890 -2.5970
C -2.3173 -1.0024 -2.0498
C -3.2641 -1.6247 -3.0926
C -2.6159 -1.7283 -0.7275
As -1.5999 -1.3594 0.9215
C -2.7082 -0.0432 1.8225
C -2.1312 -2.9544 1.8970
C -2.5489 0.5203 -1.9522
As -4.4136 1.2029 -2.1634
C -3.8647 3.0096 -2.7046
C -4.8608 1.6602 -0.3087
H 1.6583 -0.8438 -4.1904
H 1.8884 -2.2904 -3.1892
H 2.9674 -0.8973 -2.9927
H 0.2900 1.4207 -3.4376
H 1.6975 1.7582 -2.4109
H 0.0631 1.9527 -1.7528
H -0.7139 -2.3675 -2.5401
H -0.8917 -1.0270 -3.6594
H -2.9922 -2.6678 -3.2730
H -3.2057 -1.0886 -4.0426
H -4.3010 -1.5957 -2.7606
H -2.4823 -2.8036 -0.8857
H -3.6732 -1.5845 -0.4839
H -3.7498 -0.3593 1.7884
H -2.5953 0.9318 1.3553
H -2.3854 0.0304 2.8600
H -3.1968 -3.1461 1.7749
H -1.9064 -2.8138 2.9535
H -1.5511 -3.7977 1.5270
H -2.0315 0.9995 -2.7868
H -2.1059 0.9275 -1.0352
H -3.5274 2.9962 -3.7405
H -3.0685 3.3981 -2.0706
H -4.7277 3.6718 -2.6356
H -5.0554 0.7585 0.2696
H -5.7781 2.2489 -0.3292
H -4.0767 2.2420 0.1757
C 0.5807 8.5039 0.7294
C 0.5568 7.0091 0.8689
C 1.7096 6.2931 1.1655
C 1.7031 4.9110 1.2974
C 3.0023 4.2163 1.6141
C 0.4917 4.2142 1.1196
Te 0.4372 2.1324 1.2894
C -0.6897 4.9263 0.8209
C -2.0200 4.2413 0.6492
C -0.6330 6.3050 0.7026
H 1.5730 8.9064 0.9255
H -0.1207 8.9683 1.4243
H 0.2845 8.8010 -0.2782
H 2.6420 6.8294 1.3019
H 3.7816 4.9458 1.8285
H 3.3348 3.6040 0.7729
H 2.9009 3.5566 2.4765
H -1.9515 3.4143 -0.0580
H -2.7711 4.9444 0.2900
H -2.3701 3.8236 1.5965
H -1.5423 6.8517 0.4760
O 0.9786 -3.5661 0.3888
C 1.8479 -4.3674 0.0691
C 3.0128 -4.0183 -0.8163
C 2.8201 -4.8385 -2.1188
C 1.3477 -5.1324 -2.4929
C 0.7316 -6.3835 -1.8348
C 0.4857 -6.2717 -0.3273
N 1.6863 -5.7091 0.3218
H 3.9676 -4.2497 -0.3411
H 2.9813 -2.9470 -1.0095
H 3.3531 -5.7890 -2.0378
H 3.3047 -4.2986 -2.9334
H 1.2965 -5.2762 -3.5730
H 0.7278 -4.2547 -2.2769
H 1.3997 -7.2305 -2.0245
H -0.2126 -6.6261 -2.3284
H 0.2606 -7.2434 0.1079
H -0.3441 -5.6045 -0.1025
H 2.5078 -6.2422 0.0670

The following is a DFT calculation (wB97M-V/def2-TZVPD) of 6 unconnected molecules or ions with the total composition C30H60B2F3O12.

Results
HOMO-LUMO gap (eV): 5.3
Total charge: -1
LUMO (Eh): 0.0735

Atoms and positions in Å:
C -1.5729 -0.5812 -2.3520
C -1.4526 -1.6545 -3.3767
B -0.1361 -2.5703 -3.6946
C 0.6289 -3.2522 -2.4353
C -0.1877 -3.4646 -1.0548
C 0.7781 -2.9990 0.2273
C 1.1066 -1.3936 0.2491
C 0.0452 -3.3590 1.6623
B 0.9616 -1.5443 -4.4526
O 0.3939 -0.3505 -5.1292
O 2.4228 -1.7400 -4.4612
C 3.1230 -0.7936 -3.5755
C 4.7561 -1.1294 -3.6677
C -0.5474 -3.7960 -4.7626
F -1.2718 -4.8529 -3.9680
F -1.3753 -3.3031 -5.8999
F 0.6408 -4.4693 -5.3563
H -1.0316 0.4508 -2.5126
H -2.2666 -0.7874 -1.4286
H -2.4392 -1.9037 -4.0018
H 0.9908 -4.3325 -2.7947
H 1.6442 -2.6870 -2.1596
H -0.3397 -4.6371 -0.8966
H -1.2429 -2.9845 -0.9649
H 1.7800 -3.6104 0.0998
H 0.6840 -0.8522 -0.7262
H 2.2921 -1.2957 0.1500
H 0.7504 -0.8216 1.2055
H -0.7378 -2.4836 1.8584
H 0.8936 -3.2972 2.4960
H -0.4744 -4.4183 1.6176
H 0.1337 0.3613 -4.4718
H 2.9792 0.3387 -3.8551
H 2.8540 -0.8958 -2.4356
H 5.3346 -0.3213 -4.3117
H 4.8616 -2.1619 -4.2154
H 5.2559 -1.2525 -2.6070
O -2.8925 3.3580 -2.3238
C -3.6717 3.1571 -3.2516
O -3.6114 2.0076 -3.9589
C -4.5840 1.5965 -4.9381
C -4.2785 2.2036 -6.2920
C -4.6414 4.2211 -3.6788
H -5.6007 1.8142 -4.5968
H -4.5097 0.5062 -5.0085
H -4.3260 3.2948 -6.2651
H -4.9863 1.8445 -7.0446
H -3.2627 1.9397 -6.6093
H -4.1323 4.9266 -4.3390
H -4.9908 4.7498 -2.7847
H -5.5319 3.8347 -4.1698
O 0.2577 -1.5805 4.3570
C -0.1601 -2.3368 5.2297
O 0.6723 -3.2164 5.8288
C 0.3314 -4.0140 6.9783
C -0.3791 -5.2858 6.5628
C -1.6198 -2.3657 5.5808
H -0.2392 -3.4294 7.7064
H 1.2771 -4.2739 7.4654
H -1.3240 -5.0735 6.0570
H -0.5860 -5.9145 7.4336
H 0.2364 -5.8545 5.8558
H -2.1489 -2.9980 4.8645
H -2.0107 -1.3437 5.5190
H -1.8232 -2.7072 6.5934
O 5.5437 -2.8322 0.1437
C 5.6466 -2.6138 1.3479
O 4.7854 -3.1795 2.2219
C 4.9258 -3.1362 3.6544
C 4.3358 -1.8596 4.2175
C 6.6685 -1.6419 1.8634
H 5.9683 -3.2871 3.9512
H 4.3672 -3.9930 4.0456
H 4.8542 -0.9747 3.8407
H 4.3942 -1.8564 5.3097
H 3.2851 -1.7602 3.9205
H 6.2754 -0.6268 1.7746
H 7.5733 -1.7344 1.2519
H 6.9762 -1.8286 2.8900
O -2.9849 0.9865 7.2645
C -2.9941 1.6085 6.2056
O -2.2784 1.1687 5.1474
C -2.3615 1.7160 3.8181
C -1.4521 2.9186 3.6703
C -3.7222 2.9172 6.0947
H -3.3991 1.9348 3.5479
H -2.0260 0.9265 3.1374
H -1.7412 3.7285 4.3443
H -1.4759 3.2967 2.6442
H -0.4195 2.6509 3.9234
H -3.0884 3.7150 6.4878
H -4.6384 2.8550 6.6928
H -4.0369 3.1623 5.0827
O -1.6764 6.0771 -5.6619
C -1.0862 6.0615 -4.5850
O -0.6514 7.2122 -4.0262
C -0.1150 7.3246 -2.6946
C 1.3644 6.9994 -2.6781
C -0.7526 4.7594 -3.9156
H -0.6892 6.7178 -1.9877
H -0.2568 8.3672 -2.3913
H 1.5549 5.9697 -2.9898
H 1.7794 7.1403 -1.6759
H 1.9063 7.6464 -3.3780
H 0.1621 4.3544 -4.3539
H -1.5779 4.0596 -4.0895
H -0.6412 4.8343 -2.8361

Computed values of max |F| (unit: Eh/bohr) for the preceding records, in sequence: 0.0078; 0.0744.
Computed values of energy (unit: eV) for the preceding records, in sequence: -400741.342; -66154.139.